Entry 1:
Computed, not measured: an isolated ion of composition C4H11N3 and charge -1 at a distorted geometry, with ωB97M-V/def2-TZVPD.

Each line ends with the Löwdin spin population.
Geometry (Å):
H 1.53 -1.07 1.07  0.0976
C 0.38 1.66 -1.42  0.0616
C 0.66 0.88 -0.15  0.1695
H 0.18 -0.32 -2.48  0.0205
H 1.55 0.29 -0.40  0.0718
C 0.31 0.73 -2.73  0.1036
N 0.78 -1.21 1.72  0.0987
H 1.00 0.81 -3.57  0.0210
H 0.97 1.44 0.72  0.0471
H -1.68 -2.07 2.17  0.0174
N -0.37 -0.14 0.07  0.0094
N -1.63 -1.17 1.69  0.0223
H 1.22 2.34 -1.62  0.0284
H 0.76 -1.96 2.39  0.0606
C -0.47 -0.83 1.27  0.1515
H -0.51 2.28 -1.34  0.0064
H -0.64 1.04 -3.15  0.0095
H -1.29 -0.03 -0.34  0.0032

## Properties
<S²>: 0.750
Energy above the lowest of the compared OMol25 structures with the same formula, charge and spin: 13.0 kcal per mole
Spin multiplicity: 2
Total energy: -8794.910 eV
Molecular weight: 101.15 g mol⁻¹
Lowest unoccupied orbital energy (alpha / beta): 4.104 / 4.152 eV
Net charge: -1

***

Entry 2:
Computed, not measured: a 4-piece molecular cluster, C28H24BNO13S overall at a distorted geometry, with ωB97M-V/def2-TZVPD.

Each line ends with the Mulliken charge.
Geometry (Å):
S -1.36 2.92 -0.22  1.0687
O -7.57 6.25 2.38  -0.5446
C -8.47 4.27 -0.42  -0.3514
B -0.73 -0.57 -0.60  0.5463
H 13.25 -3.32 -0.04  0.4094
C -5.84 0.63 -2.93  -0.4633
H 4.04 -1.59 2.74  0.4335
C 5.70 -2.48 -0.15  0.2570
H 2.91 -4.51 -0.30  0.4315
H 8.49 -3.00 1.54  0.4057
H -2.05 0.23 -2.30  0.5526
H -9.28 3.70 -0.86  0.4595
H -0.64 -1.08 2.42  0.3144
O -3.55 -2.48 0.60  -0.5440
C 4.28 -2.08 1.81  -0.3096
C 3.32 -3.10 1.32  0.4868
H 4.98 -3.98 -1.58  0.4514
O 11.46 -2.52 -1.75  -0.5371
C -6.07 5.08 -0.62  -0.3484
C -4.56 0.62 -1.06  -0.1187
O 10.27 -3.79 3.25  -0.5415
O 6.71 -2.22 -0.78  -0.5447
O 2.31 -3.36 1.94  -0.5744
C -6.98 0.61 -2.16  -0.4349
C -6.91 0.58 -0.78  -0.7431
H -0.75 2.30 -1.27  0.0741
H -5.53 0.59 0.87  0.5701
H -3.58 2.69 -0.82  0.3763
H 9.04 -2.40 -0.80  0.5448
H -5.16 5.09 -1.19  0.4623
C -2.12 -0.08 -1.26  -1.1738
O -7.09 3.73 -2.25  -0.5598
C 4.73 -3.49 -0.65  -0.3834
H -9.51 4.88 1.32  0.4160
C 11.94 -3.59 1.60  -0.3889
H -7.80 0.55 -0.17  0.5054
N -4.62 0.65 -2.39  -0.4080
C -3.13 0.67 -0.44  2.5738
C -0.09 -1.31 1.51  -0.6172
O -3.21 -0.27 0.68  -0.5144
C -6.19 5.71 0.55  -0.4205
H -0.47 -2.24 1.09  0.3871
H -3.38 2.38 0.87  0.6609
C 9.79 -2.73 -0.10  -0.2486
C -7.20 4.31 -1.19  0.5055
H 6.10 -1.05 1.46  0.4562
C 5.39 -1.79 1.13  -0.2103
C 3.63 -3.78 0.04  -0.4965
O -0.59 2.64 0.95  -0.5454
O -2.84 -1.38 -1.22  -0.4582
H 12.69 -3.92 2.31  0.4068
C 10.54 -3.50 2.10  0.2378
C -3.24 -1.48 0.08  0.5391
O -1.60 4.30 -0.51  -0.6644
C 12.24 -3.26 0.34  -0.4269
O 0.01 -1.45 -1.39  -0.6180
C -7.46 5.67 1.32  0.3349
H 0.96 -1.41 1.72  0.0999
C 11.19 -2.81 -0.61  0.3312
H 0.81 -0.98 -1.66  0.2789
H -5.91 0.65 -4.01  0.4360
C -8.59 4.90 0.74  -0.3847
H -7.94 0.62 -2.65  0.4038
C -2.97 2.16 -0.10  -1.3313
H -5.38 6.27 0.99  0.4447
C 9.50 -3.05 1.15  -0.1760
C -5.65 0.59 -0.20  -0.4230
O -0.29 -0.18 0.61  -0.3575

## Properties
SMILES: COB(O)[C@H]1OC(=O)O[C@]1(C[SH](=O)=O)c1ccccn1.O=C1C=CC(=O)C=C1.O=C1C=CC(=O)C=C1.O=C1C=CC(=O)C=C1
Total energy: -69040.984 eV
Molecular weight: 625.37 g mol⁻¹
Lowest unoccupied orbital energy: -1.878 eV

***

Entry 3:
Computed, not measured: C17H12Cl2N4O3 in the gas phase at a distorted geometry, with ωB97M-V/def2-TZVPD.

Each line ends with the Mulliken charge.
Geometry (Å):
H 4.52 -0.69 -5.33  0.1478
H 0.97 -0.87 0.55  0.2936
H 5.70 2.66 -2.90  0.4445
H 5.68 1.52 -4.95  0.3994
C 3.73 -0.64 -3.27  1.1002
C 4.51 -0.09 -4.33  -0.8039
C -5.04 -0.81 0.59  -0.5880
N 2.72 0.17 0.21  -0.4740
C -6.01 0.72 2.18  0.3121
H -4.74 1.62 3.67  0.2731
C -6.17 -0.14 1.10  -0.0287
C -1.18 -0.09 2.41  0.4418
O 3.36 -2.00 -3.41  -0.5274
Cl -7.75 -0.48 0.34  -0.1826
N -2.44 0.30 3.06  -0.1749
C -1.38 -1.04 1.19  0.6207
H -5.13 -1.39 -0.31  0.4719
O -0.55 -1.76 0.68  -0.6981
C 0.11 0.44 2.77  -0.8368
C 4.24 1.29 -1.97  -0.1691
C 3.55 0.05 -2.06  0.1676
C 1.56 0.22 2.27  0.3538
N 1.76 -0.39 1.01  0.0426
H 3.60 -2.32 -4.30  0.2969
H 4.20 1.85 -1.06  0.4308
C 2.80 -0.41 -0.93  -0.3447
H 2.26 -1.36 -1.13  0.4248
C 5.06 1.86 -3.00  -0.9290
H 0.09 0.97 3.67  0.3834
C -3.65 0.19 2.38  0.6103
H -2.41 0.83 3.95  0.2452
H -2.80 -2.46 0.73  0.3031
Cl -7.50 1.37 2.82  -0.1980
N -2.67 -1.43 0.76  -0.1946
C 5.07 1.17 -4.18  -0.3974
C -3.77 -0.60 1.19  0.1069
C -4.80 0.84 2.87  -0.7469
O 2.50 0.88 2.72  -0.5764

## Properties
Energy above the lowest of the compared OMol25 structures with the same formula, charge and spin: 0.0 kcal per mole
SMILES: O=C(/C=C1/Nc2cc(Cl)c(Cl)cc2NC1=O)N/N=C/c1ccccc1O
Total energy: -54968.508 eV
Molecular weight: 391.21 g mol⁻¹
Lowest unoccupied orbital energy: -0.970 eV

***

Entry 4:
Computed, not measured: C4H7NO3 in the gas phase at a distorted geometry, with ωB97M-V/def2-TZVPD.

Each line ends with the Mulliken charge.
Geometry (Å):
H 1.41 -1.00 1.77  0.3573
H -0.75 -0.02 -2.29  0.3234
H -0.78 -1.92 -0.75  0.3963
C -0.38 -0.97 -0.36  -0.1929
H -1.26 2.04 -1.24  0.1879
N -0.54 1.50 -0.76  -0.5122
C -0.36 0.19 -1.29  0.1681
C -0.28 0.03 1.84  0.5555
H 1.43 -1.10 -1.65  0.2643
C 0.93 -0.49 -0.91  -0.8638
O -0.95 0.67 2.61  -0.4949
H -0.30 1.85 0.25  0.2010
O 1.11 -0.16 2.14  -0.4523
H 1.59 0.11 -0.29  0.3783
O -0.87 -0.74 0.93  -0.3160

## Properties
Energy above the lowest of the compared OMol25 structures with the same formula, charge and spin: 69.5 kcal per mole
SMILES: N[C@H]1C[C@H]1OC(=O)O
Total energy: -11892.263 eV
Molecular weight: 117.10 g mol⁻¹
Lowest unoccupied orbital energy: 0.633 eV

***

Entry 5:
Computed, not measured: C2H3La as an isolated structure at a distorted geometry, with ωB97M-V/def2-TZVPD.

Each line ends with the Mulliken charge.
Geometry (Å):
La 1.32 1.56 0.49  2.0050
H -0.66 -1.87 0.34  0.3644
C -0.44 -1.01 -0.30  -0.2871
H 1.05 -1.03 0.04  -0.0911
C -0.90 0.17 -0.45  -0.4042
H -1.83 0.70 -0.21  0.4129

## Properties
Energy above the lowest of the compared OMol25 structures with the same formula, charge and spin: 16.0 kcal per mole
Total energy: -2958.169 eV
Molecular weight: 165.95 g mol⁻¹
Lowest unoccupied orbital energy: -10.897 eV
Net charge: +2

***

Entry 6:
Computed, not measured: C12H22F6O5PRb as an isolated structure at a distorted geometry, with ωB97M-V/def2-TZVPD.

Each line ends with the Löwdin spin population.
Geometry (Å):
O -11.20 24.34 15.59  0.0000
H -11.85 17.80 11.96  0.0054
H -14.25 19.05 8.87  0.0053
C -10.10 24.84 16.37  0.0000
H -7.24 25.36 14.56  0.0000
H -15.11 19.91 10.88  0.0208
O -14.10 22.44 11.32  0.0020
P -13.85 18.48 16.36  0.0000
Rb -13.47 21.07 13.80  -0.0010
F -12.93 18.64 17.72  0.0000
H -12.82 23.71 8.83  0.0000
H -12.11 18.62 9.66  0.0001
H -12.94 24.96 11.56  0.0000
F -12.52 18.80 15.45  -0.0001
C -14.24 18.30 9.67  0.0215
C -8.90 24.61 15.50  0.0000
O -11.46 23.14 13.73  0.0000
C -14.63 23.73 11.08  0.0001
H -13.44 21.62 9.65  0.0001
H -12.22 21.67 10.92  0.0001
C -13.01 22.24 10.43  0.0003
F -14.27 20.03 16.49  0.0000
O -13.73 18.82 11.91  0.6676
F -14.64 18.27 14.95  0.0035
H -15.01 24.07 12.04  0.0000
H -7.70 26.29 15.98  0.0000
H -11.56 23.83 10.15  0.0000
H -10.21 25.86 16.74  0.0000
C -10.73 23.73 14.49  0.0000
H -12.53 16.97 9.57  0.0021
O -9.42 23.96 14.32  0.0000
H -15.50 23.72 10.42  0.0001
H -13.81 25.46 10.09  0.0000
C -13.49 24.60 10.69  0.0000
H -8.54 26.58 14.48  0.0000
H -15.67 18.31 11.26  0.0574
H -8.21 23.92 16.00  0.0000
F -15.18 18.14 17.21  0.0006
H -10.00 24.28 17.30  0.0000
C -8.09 25.80 15.09  0.0000
C -12.83 17.90 10.06  0.0283
C -14.79 18.87 10.95  0.0886
F -13.47 16.90 16.32  0.0001
C -12.85 17.71 11.55  0.0600
C -12.60 23.65 9.89  0.0003
H -14.81 17.43 9.34  0.0006
H -13.14 16.70 11.82  0.0361

## Properties
<S²>: 0.754
Spin multiplicity: 2
Total energy: -49284.360 eV
Molecular weight: 476.73 g mol⁻¹
Lowest unoccupied orbital energy (alpha / beta): -2.974 / -9.549 eV
Net charge: +1

***

Entry 7:
Computed, not measured: C4H6Br2N as an isolated structure at a distorted geometry, with ωB97M-V/def2-TZVPD.

Each line ends with the Löwdin spin population.
Geometry (Å):
N -1.06 -0.01 -0.47  0.0329
H -0.28 2.22 -0.35  0.0099
C 1.29 -0.71 0.20  0.7277
H -2.18 0.04 -0.31  -0.0002
Br 2.47 2.05 -0.15  0.1912
H -0.55 1.29 1.22  0.0573
H -0.96 -0.13 -1.44  0.0011
C -0.18 1.15 0.06  0.1106
C 1.21 0.66 0.07  0.6260
H -0.79 -2.08 -0.42  0.0027
C -0.64 -1.17 0.26  -0.0020
H -0.96 -1.32 1.30  0.0033
Br 2.62 -1.98 0.03  0.2395

## Properties
<S²>: 2.013
Energy above the lowest of the compared OMol25 structures with the same formula, charge and spin: 41.0 kcal per mole
Spin multiplicity: 3
Total energy: -145806.660 eV
Molecular weight: 227.91 g mol⁻¹
Lowest unoccupied orbital energy (alpha / beta): -3.683 / -6.779 eV
Net charge: +1

***

Please write out number 1 again, unchanged.
Computed, not measured: an isolated ion of composition C4H11N3 and charge -1 at a distorted geometry, with ωB97M-V/def2-TZVPD.

Each line ends with the Löwdin spin population.
Geometry (Å):
H 1.53 -1.07 1.07  0.0976
C 0.38 1.66 -1.42  0.0616
C 0.66 0.88 -0.15  0.1695
H 0.18 -0.32 -2.48  0.0205
H 1.55 0.29 -0.40  0.0718
C 0.31 0.73 -2.73  0.1036
N 0.78 -1.21 1.72  0.0987
H 1.00 0.81 -3.57  0.0210
H 0.97 1.44 0.72  0.0471
H -1.68 -2.07 2.17  0.0174
N -0.37 -0.14 0.07  0.0094
N -1.63 -1.17 1.69  0.0223
H 1.22 2.34 -1.62  0.0284
H 0.76 -1.96 2.39  0.0606
C -0.47 -0.83 1.27  0.1515
H -0.51 2.28 -1.34  0.0064
H -0.64 1.04 -3.15  0.0095
H -1.29 -0.03 -0.34  0.0032

## Properties
<S²>: 0.750
Energy above the lowest of the compared OMol25 structures with the same formula, charge and spin: 13.0 kcal per mole
Spin multiplicity: 2
Total energy: -8794.910 eV
Molecular weight: 101.15 g mol⁻¹
Lowest unoccupied orbital energy (alpha / beta): 4.104 / 4.152 eV
Net charge: -1